A structure of composition C31H54CoN3O11PSSi. Source: the OMol25 dataset; level of theory: wB97M-V/def2-TZVPD.

Last column: Löwdin charge in e.
Atoms and positions in Å:
H  1.4614  4.4550  -2.4384  0.050
O  2.9397  3.6194  -0.3269  -0.152
H  -4.0358  -3.9819  -2.8464  0.105
H  0.8253  2.0979  3.6476  0.078
C  1.4300  -1.9319  2.7814  -0.313
H  4.2744  1.6035  -0.0455  0.079
H  -0.5901  -4.0674  2.7583  0.104
O  2.3805  -2.6786  2.7758  0.109
H  5.1971  4.9160  -0.3713  0.086
C  1.1014  4.1802  3.1490  -0.646
O  0.7637  -2.0046  5.1121  0.087
O  -2.8109  0.2670  -3.5563  0.004
C  1.8407  -0.7708  0.5016  -0.217
C  2.0726  4.4418  4.2921  -0.034
H  0.9086  6.2691  2.6415  0.083
H  3.3399  0.6652  -1.2141  0.096
C  2.5453  4.4908  -2.5401  -0.037
H  2.9467  6.8731  -1.1675  0.086
H  0.4761  -4.5570  0.2995  0.111
C  0.2695  -3.9074  -2.5446  -0.198
H  3.8233  -0.3642  2.3958  0.099
C  0.8414  -1.2771  1.5476  -0.114
H  -0.3930  5.2392  2.0112  0.050
H  4.4476  -0.1639  -0.0968  0.094
H  -6.0830  -0.9117  -1.3712  0.111
H  0.2733  -2.0641  1.0329  0.138
H  -4.2917  -4.6884  -1.2476  0.108
O  1.9273  3.9217  2.0033  -0.139
H  -4.3103  -1.5293  0.1901  0.121
H  2.8762  3.5385  -2.9585  0.089
C  0.2172  2.9852  3.4685  -0.028
H  -6.3209  -3.3287  -2.5562  0.105
H  -1.8406  -3.5448  -4.5089  0.114
H  -0.3644  3.1715  4.3724  0.098
C  -1.5438  -2.8509  -3.7151  -0.190
C  -1.3758  -4.7128  2.3616  -0.154
C  -0.2032  -0.3343  2.1057  -0.251
C  -5.6625  -3.0392  -1.7375  -0.169
H  2.6838  3.5565  4.4737  0.083
S  -0.2363  3.4889  -0.2992  0.449
H  2.4051  0.5228  2.9827  0.086
H  0.7544  -3.5295  -1.6399  0.092
O  1.1590  -0.5195  -0.7396  -0.072
H  -0.1639  -1.2425  -3.4292  0.097
C  0.2599  5.4193  2.8652  -0.039
C  -3.1098  2.1465  -2.1186  -0.024
H  -1.9576  -5.0743  3.2082  0.113
C  0.8043  -3.1675  -3.7804  -0.164
O  -1.1427  0.7907  -2.1859  -0.153
Si  1.6188  3.2145  0.5569  -0.123
C  0.5960  -1.5414  3.9950  -0.307
N  -1.1933  -3.6419  -2.5026  -0.164
O  -1.1214  -1.7542  -0.6300  -0.267
H  -3.3966  -0.6759  -1.0649  0.089
C  3.1966  0.5132  2.2317  0.023
H  5.0786  3.8166  -1.7546  0.083
C  2.6995  6.0094  -0.5461  -0.038
P  -1.7719  -3.0257  -1.0737  0.572
C  -4.0451  -1.5252  -0.8742  -0.171
H  -0.4742  2.7699  2.6542  0.067
C  -4.3067  -3.7519  -1.8118  -0.183
H  0.8912  -3.8630  -4.6191  0.104
H  -3.9453  2.3846  -2.7732  0.073
H  -3.5021  1.8663  -1.1366  0.079
Co  -0.3124  1.0734  -0.4552  0.647
H  -2.3609  -2.1606  -3.5208  0.090
C  -5.2895  -1.5556  -1.7493  -0.164
C  -0.7539  -5.8292  1.5268  -0.167
O  1.6650  1.5530  0.6796  -0.195
C  -2.2387  -3.9514  1.3543  -0.182
H  -0.3663  -5.8113  -0.6308  0.107
N  -3.3725  -2.7751  -1.2483  -0.187
H  5.0235  5.5710  -2.0122  0.082
H  1.7896  -2.7404  -3.5945  0.108
H  2.8166  5.2914  -3.2320  0.084
C  -0.2631  -2.1181  -4.0739  -0.165
H  1.5294  4.6823  5.2079  0.085
H  -5.0180  -1.2261  -2.7545  0.110
H  -2.4692  3.0145  -1.9719  0.029
H  -2.2463  -2.8775  1.5610  0.108
C  4.7242  4.7626  -1.3424  -0.036
O  -1.2840  -0.0188  4.2341  0.066
H  -0.3567  5.6673  3.7317  0.085
H  -6.1625  -3.2879  -0.7983  0.107
H  -3.2749  -4.3009  1.3625  0.110
H  2.5703  -1.5745  0.3536  0.161
C  3.2093  4.7226  -1.1882  -0.658
H  1.6142  5.9695  -0.4293  0.069
H  -0.2567  -1.7778  -5.1091  0.116
H  3.1457  6.1395  0.4407  0.087
H  0.1440  -6.2509  1.9769  0.112
C  -0.4606  -5.1235  0.2098  -0.210
H  0.4271  -1.1768  -0.8486  0.042
H  -1.4757  -6.6332  1.3632  0.112
H  2.7323  5.2746  4.0427  0.082
C  -2.3175  0.9789  -2.6838  -0.694
H  3.8005  1.4109  2.3734  0.099
O  -0.8376  0.4836  1.4272  0.006
N  -1.6287  -4.2547  0.0336  -0.177
C  2.6250  0.5152  0.8231  -0.505
H  0.4621  -4.9801  -2.5973  0.102
C  -0.4115  -0.5646  3.5473  -0.326
C  3.7452  0.6660  -0.2025  -0.003

⟨S²⟩ = 6.0219
E = -125657.120 eV
Molar mass = 794.843 g/mol
Net charge = -1
F_max = 0.011 Eh/bohr
Spin multiplicity = 5


A structure of composition C31H28AsI2NO2SW. Source: the OMol25 dataset; level of theory: wB97M-V/def2-TZVPD.

Last column: Löwdin charge in e.
Atoms and positions in Å:
H  -4.4649  1.1070  -1.0800  0.118
C  1.5470  1.3398  -5.7516  -0.184
C  -0.3661  2.9460  3.4891  -0.047
C  0.5073  -4.2273  3.2070  -0.089
C  -4.9584  -0.1104  0.6184  -0.042
H  -2.7330  -1.6493  2.6412  0.098
H  -5.1442  -1.3755  2.3407  0.120
W  0.9617  -1.0463  -1.1060  1.544
H  -0.1558  4.1477  -0.9545  0.128
H  0.0847  1.9272  0.0243  0.072
H  -0.5420  -3.2523  -1.8418  0.064
S  1.0970  -3.9312  0.7205  1.170
H  3.2598  1.2294  -0.3487  0.059
C  0.4486  -3.2660  2.1902  -0.473
C  -0.3411  -2.6199  4.7604  -0.019
H  0.1484  -4.6502  5.2699  0.129
N  0.6612  0.9872  -1.7325  -0.038
H  -2.3827  -1.9770  -3.1477  0.097
H  -1.5811  -2.1820  -0.8820  0.038
C  0.9581  1.1821  -3.0611  -0.166
C  0.2874  2.0602  -1.0239  -0.097
C  0.9791  3.2507  3.6272  -0.044
O  1.2048  -2.7581  -0.2736  -0.818
C  -4.4647  -0.8829  1.6585  -0.044
C  0.2120  1.0213  2.1696  -0.415
H  -0.7450  -0.6765  3.9957  0.111
H  0.2639  4.4724  -3.3873  0.084
C  -3.0937  -1.0317  1.8290  -0.081
C  -1.3812  -1.5762  -2.9642  -0.143
C  1.9460  2.4439  3.0367  -0.046
I  2.4247  -1.5349  -6.0805  1.067
As  -0.3155  -0.5308  1.1713  1.306
C  3.0195  -0.9474  -0.2652  -0.294
C  -4.0817  0.5104  -0.2629  -0.049
H  -2.0519  0.8419  -0.8123  0.082
H  -1.8112  1.6042  2.6476  0.108
H  2.3271  0.7079  1.8530  0.081
O  1.5742  -1.0123  -2.9115  -0.243
C  1.1071  2.4662  -5.1148  -0.657
C  3.6880  0.3198  -0.7726  -0.151
H  -0.7621  -1.7978  -3.8313  0.072
H  -1.4999  -0.4905  -2.8969  0.061
C  0.1005  -3.9053  4.4878  -0.025
C  -2.2156  -0.4068  0.9492  -0.395
H  -0.6399  -2.3479  5.7635  0.128
H  3.4982  -1.8515  -0.6477  0.069
C  -2.7140  0.3606  -0.1013  -0.118
H  1.2776  4.1190  4.1994  0.120
C  0.3871  3.4985  -2.9298  0.020
H  -6.0261  0.0050  0.4899  0.121
C  -0.7574  1.8291  2.7595  -0.095
H  4.7403  0.2829  -0.4761  0.094
C  -0.8550  -2.2197  -1.6933  -0.273
C  1.7357  0.1068  -5.0639  -0.651
C  1.4547  0.0597  -3.7298  -0.396
H  3.0088  -1.0184  0.8245  0.046
C  1.5651  1.3296  2.3068  -0.102
C  -0.4006  -1.6725  3.7467  -0.090
C  0.1479  3.3261  -1.5861  0.008
I  0.8825  4.2143  -6.1942  1.054
H  1.7706  1.3691  -6.8091  0.092
C  -0.0341  -1.9766  2.4357  -0.318
H  0.8886  -5.2215  2.9992  0.119
H  -1.1155  3.5758  3.9496  0.119
H  3.6716  0.4081  -1.8596  0.068
C  0.8030  2.4144  -3.7160  -0.181
H  2.9953  2.6823  3.1478  0.119

⟨S²⟩ = 2.0150
E = -127870.798 eV
Molar mass = 991.207 g/mol
Energy relative to the best compared isomer or geometry (same formula, charge and spin) = 64.6 kcal per mole
Net charge = +2
F_max = 0.035 Eh/bohr
Spin multiplicity = 3


The ion C5H9BrN3O2 with charge +1. Source: the OMol25 dataset; level of theory: wB97M-V/def2-TZVPD.

Last column: Löwdin charge in e.
Atoms and positions in Å:
N  1.0806  -0.9423  3.1811  -0.417
C  -0.0331  -0.0469  -1.1133  -0.071
O  1.9824  -0.4852  2.5102  0.094
H  -0.7025  -2.6800  0.7408  0.170
C  -0.2213  -1.6161  -1.1255  -0.090
C  -0.1843  -0.6678  0.9639  -0.214
H  -0.5005  2.4099  -0.0368  0.125
C  0.1743  1.7795  0.5544  0.023
H  0.8771  0.3012  -1.7580  0.175
N  0.0733  0.4049  0.2442  -0.088
H  -0.9010  0.3385  -1.6547  0.136
C  -0.3442  -0.5754  2.5387  -0.397
H  -1.0805  -1.9608  -1.5445  0.091
Br  -1.6168  -1.8708  3.3136  0.831
H  -0.6967  0.3084  2.8820  0.045
H  0.0573  1.9682  1.6148  0.109
N  -0.4210  -1.7894  0.2626  0.080
H  0.6391  -2.2964  -1.5476  0.176
H  1.1451  1.9405  0.1864  0.100
O  1.1535  -1.6437  4.0954  0.122

E = -83927.828 eV
Molar mass = 223.050 g/mol
Energy relative to the best compared isomer or geometry (same formula, charge and spin) = 66.6 kcal per mole
Net charge = +1
F_max = 0.097 Eh/bohr


A cluster of 2 separate species, C3H9N3 in total. Source: the OMol25 dataset; level of theory: wB97M-V/def2-TZVPD.

Last column: Löwdin charge in e.
Atoms and positions in Å:
H  -1.4094  -1.5401  1.1811  0.110
H  -1.9670  0.5051  2.1736  0.030
H  1.3487  1.9076  0.1786  0.098
H  -1.3599  -0.0068  -1.3498  0.115
N  1.7554  -0.3212  -1.1166  0.108
H  -0.3396  1.6423  0.3653  0.069
H  1.8984  -1.3182  -1.0916  0.095
C  -0.6911  -0.5612  -0.6858  -0.159
C  0.6277  0.1241  -0.4453  -0.516
H  2.6062  0.1945  -0.9346  0.093
H  -0.5370  -1.5762  -1.0560  0.108
N  0.5185  1.4679  -0.1993  0.102
N  -1.6831  0.5687  1.1985  -0.019
H  0.3626  -0.5277  1.0030  0.157
C  -1.1304  -0.5590  0.7789  -0.391

E = -7724.462 eV
Molar mass = 87.126 g/mol
Energy relative to the best compared isomer or geometry (same formula, charge and spin) = 71.8 kcal per mole
F_max = 0.026 Eh/bohr


A structure of composition C26H39FeO6Si. Source: the OMol25 dataset; level of theory: wB97M-V/def2-TZVPD.

Last column: Löwdin charge in e.
Atoms and positions in Å:
C  -0.5177  -1.5266  -2.9602  -0.074
O  -1.9946  4.0158  -1.7457  0.114
H  -0.9669  -1.6174  -1.9615  0.080
H  -0.5379  1.4309  -4.5368  0.124
C  2.1752  -4.2780  4.3454  -0.193
C  -2.1152  -1.8642  2.7006  -0.213
C  0.3669  3.7609  -4.0855  -0.425
H  2.6358  -3.3376  4.6634  0.016
C  1.5262  -0.5729  3.3864  -0.236
H  -2.6700  -0.3874  -0.2502  0.074
O  0.3044  -3.0207  2.4772  -0.423
O  0.4626  5.1031  -3.9051  -0.028
H  -0.4315  -4.2316  6.0623  0.009
C  0.3485  5.8266  -2.6500  -0.028
H  -1.3612  -5.6137  2.9163  0.022
C  -1.5259  3.5813  -2.7844  -0.451
H  -0.1031  1.4201  0.3127  0.089
H  -4.1305  3.9340  -3.5015  0.100
H  0.7995  1.5542  3.2141  0.078
O  -2.1144  3.7263  -3.9890  -0.031
H  1.0014  6.6905  -2.7975  0.089
C  -1.8771  0.2379  1.7611  -0.206
O  0.3708  -0.5641  -0.2812  -0.293
H  -0.3265  -2.5474  -3.3213  0.073
C  -3.3191  4.4977  -3.9793  -0.037
C  0.8010  0.6815  -2.9337  -0.239
H  -2.2838  -2.6311  3.4453  0.051
C  0.7439  -0.7878  -2.8734  -0.318
C  -0.0080  0.7299  -0.5587  -0.370
H  -1.0157  0.7501  -1.0146  0.093
H  2.8618  -0.9028  -2.6395  0.076
H  2.0524  1.1389  -1.1719  0.137
H  -2.8037  -2.8506  0.8127  0.071
H  -0.6876  6.1661  -2.5184  0.088
H  -1.3584  1.0486  -2.9806  0.121
C  -0.3136  -5.7213  3.2295  -0.189
C  0.7380  2.8195  -1.7220  -0.067
H  -0.2833  -6.4297  4.0670  0.008
H  1.9610  -2.4177  -2.3314  0.084
C  1.0268  1.3330  -1.5310  -0.226
H  -1.2605  -1.0644  -3.6239  0.066
H  1.6890  3.3417  -1.9296  0.127
H  -1.4347  -0.0999  3.9487  0.083
C  -2.3518  -0.6602  0.7548  -0.199
H  3.4465  -0.7787  0.6212  0.071
H  -3.5409  4.6753  -5.0302  0.089
C  2.1711  0.7765  1.6211  -0.205
H  1.1821  -0.8613  4.3789  0.075
H  -1.7917  1.3204  1.6743  0.082
C  -0.5987  -3.5179  5.2447  -0.186
H  1.6619  0.9783  -3.5579  0.148
H  -3.1687  5.4442  -3.4494  0.090
C  -0.4387  1.4357  -3.4466  -0.060
C  2.4162  -1.3314  2.5219  -0.211
C  -0.1970  2.8891  -2.9577  -0.244
H  2.8243  -4.7205  3.5796  0.021
H  -0.3163  -2.5252  5.6086  0.018
C  1.3604  0.7239  2.7828  -0.197
Fe  0.1116  -1.3178  1.7624  0.741
Si  0.4048  -4.0520  3.7180  0.262
C  2.0102  -1.5184  -2.9598  -0.087
H  2.1868  -4.9522  5.2113  0.009
H  2.2270  -1.8642  -3.9910  0.069
H  0.6803  5.2497  -1.7715  0.087
H  -1.6809  -3.5038  5.0579  0.005
H  0.2384  -6.1611  2.3888  0.017
C  -1.6986  -0.5108  2.9740  -0.214
C  2.7730  -0.4985  1.4291  -0.184
H  2.3847  1.6689  1.0324  0.072
H  0.2474  3.2817  -0.8535  0.120
C  -2.4563  -1.9559  1.3235  -0.184
H  2.8316  -2.3145  2.7302  0.059
O  0.6574  3.2790  -5.1622  0.109

⟨S²⟩ = 8.7684
E = -82143.143 eV
Molar mass = 531.523 g/mol
Energy relative to the best compared isomer or geometry (same formula, charge and spin) = 0.0 kcal per mole
Net charge = -2
F_max = 0.065 Eh/bohr
Spin multiplicity = 6


> Which of these has the highest molar mass?

C31H28AsI2NO2SW


> Among the records above, which one has the highest E?

C3H9N3